[1]
{
  "formula": "C41H39FIrN4O3PSi",
  "method": "ωB97M-V/def2-TZVPD",
  "orbital_gap_ev": 6.56,
  "lumo_energy_ev": -0.432,
  "e_tot_ev": -77978.9256,
  "relative_energy_kcal_mol": 0.0,
  "homo_energy_ev": -6.99,
  "elements": ["Ir", "C", "C", "C", "C", "C", "C", "C", "F", "C", "C", "C", "O", "C", "C", "N", "C", "C", "O", "O", "H", "H", "H", "H", "H", "H", "H", "H", "H", "H", "H", "N", "C", "C", "C", "C", "N", "C", "C", "H", "H", "H", "H", "N", "P", "C", "C", "C", "C", "C", "C", "C", "C", "C", "C", "C", "C", "C", "C", "C", "C", "C", "C", "H", "H", "H", "H", "H", "H", "H", "H", "H", "H", "H", "H", "H", "H", "H", "C", "Si", "C", "C", "H", "H", "H", "H", "H", "H", "H", "H", "H"],
  "xyz": [[-0.98, -1.20, -0.21], [3.74, -1.67, 5.42], [4.47, -1.93, 4.11], [5.69, -1.02, 3.98], [6.42, -1.29, 2.68], [5.48, -1.10, 1.52], [5.94, -0.69, 0.29], [5.05, -0.52, -0.76], [5.55, -0.13, -1.95], [3.71, -0.74, -0.62], [3.22, -1.14, 0.63], [1.78, -1.36, 0.78], [1.08, -1.14, -0.24], [1.34, -1.84, 2.04], [2.28, -1.99, 3.03], [3.59, -1.74, 2.93], [4.10, -1.33, 1.70], [-0.07, -2.19, 2.49], [-0.22, -2.52, 3.66], [-1.04, -2.14, 1.65], [4.47, -1.59, 6.22], [3.05, -2.46, 5.69], [3.18, -0.73, 5.37], [4.81, -2.97, 4.08], [6.33, -1.19, 4.84], [5.35, 0.03, 4.02], [6.79, -2.32, 2.69], [7.29, -0.64, 2.57], [6.99, -0.50, 0.13], [3.03, -0.60, -1.45], [1.91, -2.34, 3.98], [-8.24, -0.08, -0.23], [-7.11, -0.30, -0.22], [-5.71, -0.57, -0.21], [-5.03, -0.86, -1.39], [-3.68, -1.09, -1.34], [-2.99, -1.07, -0.18], [-3.64, -0.80, 0.95], [-5.00, -0.54, 0.98], [-5.55, -0.89, -2.34], [-3.09, -1.28, -2.23], [-3.04, -0.80, 1.85], [-5.48, -0.31, 1.92], [-1.04, 0.27, -1.54], [-1.13, 1.80, -1.54], [-2.71, 2.43, -0.85], [-3.81, 2.65, -1.67], [-5.05, 2.97, -1.13], [-5.20, 3.07, 0.25], [-4.11, 2.84, 1.08], [-2.88, 2.52, 0.53], [-1.04, 2.52, -3.20], [-0.88, 1.64, -4.27], [-0.77, 2.14, -5.56], [-0.81, 3.51, -5.79], [-0.97, 4.38, -4.72], [-1.08, 3.89, -3.43], [0.14, 2.73, -0.60], [1.40, 2.14, -0.54], [2.44, 2.78, 0.12], [2.24, 4.01, 0.72], [0.99, 4.61, 0.65], [-0.05, 3.97, -0.01], [-3.70, 2.57, -2.75], [-5.90, 3.14, -1.78], [-6.16, 3.33, 0.67], [-4.22, 2.91, 2.15], [-2.03, 2.32, 1.19], [-0.85, 0.58, -4.06], [-0.65, 1.46, -6.39], [-0.72, 3.89, -6.79], [-1.00, 5.45, -4.89], [-1.19, 4.58, -2.60], [1.55, 1.18, -1.00], [3.42, 2.31, 0.17], [3.04, 4.51, 1.24], [0.82, 5.58, 1.10], [-1.03, 4.45, -0.06], [-1.14, -3.55, -2.69], [-0.98, -3.41, -0.81], [-2.42, -4.35, -0.04], [0.60, -4.32, -0.34], [-1.07, -4.59, -3.00], [-0.35, -2.99, -3.19], [-2.10, -3.17, -3.05], [-2.31, -5.43, -0.16], [-3.38, -4.07, -0.50], [-2.49, -4.13, 1.03], [0.50, -5.38, -0.56], [0.83, -4.23, 0.73], [1.46, -3.94, -0.90]]
}


[2]
{
  "formula": "C16H12N3O7Ru",
  "method": "ωB97M-V/def2-TZVPD",
  "orbital_gap_ev": [6.53, 6.69],
  "lumo_energy_ev": [-9.631, -9.453],
  "e_tot_ev": -38152.5988,
  "s2": 0.936,
  "spin_multiplicity": 2,
  "homo_energy_ev": [-16.16, -16.14],
  "charge": 2,
  "elements": ["Ru", "O", "C", "O", "C", "O", "C", "C", "O", "O", "H", "H", "H", "H", "H", "O", "N", "O", "C", "C", "C", "C", "C", "C", "N", "C", "C", "N", "C", "C", "C", "C", "H", "H", "H", "H", "H", "H", "H"],
  "xyz": [[-0.20, 0.22, 0.00], [0.23, 0.14, 4.27], [-0.02, -0.02, 3.01], [0.05, 0.87, 2.17], [-0.43, -1.43, 2.68], [-0.62, -1.57, 1.28], [0.06, -2.68, 0.66], [1.42, -2.19, 0.03], [2.29, -2.98, -0.15], [1.38, -0.91, -0.24], [0.50, 1.05, 4.51], [0.33, -2.12, 3.06], [-1.37, -1.66, 3.19], [0.26, -3.49, 1.36], [-0.55, -3.04, -0.17], [-2.80, 6.96, -1.84], [-3.20, 6.00, -1.24], [-4.25, 5.95, -0.63], [-2.32, 4.82, -1.22], [-1.10, 4.99, -1.82], [-0.13, 3.98, -1.83], [1.15, 4.07, -2.43], [2.00, 3.00, -2.41], [1.62, 1.82, -1.76], [0.44, 1.72, -1.17], [-0.43, 2.76, -1.21], [-1.70, 2.54, -0.62], [-1.90, 1.31, -0.08], [-3.07, 1.01, 0.48], [-4.09, 1.94, 0.54], [-3.92, 3.20, -0.01], [-2.69, 3.56, -0.61], [-0.90, 5.95, -2.28], [1.44, 5.00, -2.91], [2.97, 3.05, -2.88], [2.28, 0.96, -1.72], [-3.18, 0.01, 0.87], [-5.03, 1.68, 1.01], [-4.73, 3.90, 0.00]]
}


[3]
{
  "formula": "C4H11N2O",
  "method": "ωB97M-V/def2-TZVPD",
  "orbital_gap_ev": 4.79,
  "lumo_energy_ev": -8.993,
  "e_tot_ev": -9342.1711,
  "relative_energy_kcal_mol": 154.2,
  "homo_energy_ev": -13.78,
  "charge": 1,
  "elements": ["N", "C", "C", "N", "C", "C", "O", "H", "H", "H", "H", "H", "H", "H", "H", "H", "H", "H"],
  "xyz": [[-2.66, -1.54, 0.27], [-1.32, 1.40, 0.09], [-0.31, 0.50, -0.27], [0.39, -0.03, 0.87], [1.58, -0.67, 0.49], [2.54, 0.49, -0.11], [0.09, 0.13, -1.41], [-2.22, -0.79, -0.36], [-3.70, -1.37, 0.11], [-2.62, -2.54, 0.00], [-1.93, 1.93, -0.60], [-1.33, 1.75, 1.15], [0.41, 0.58, 1.67], [1.40, -1.32, -0.46], [2.14, -1.23, 1.33], [3.40, 0.66, 0.47], [2.81, 0.50, -1.19], [1.88, 1.42, -0.11]]
}


[4]
{
  "formula": "C5H10O",
  "method": "ωB97M-V/def2-TZVPD",
  "orbital_gap_ev": 9.44,
  "lumo_energy_ev": 1.052,
  "e_tot_ev": -7391.6839,
  "relative_energy_kcal_mol": 71.1,
  "smiles": "C=COCCC",
  "homo_energy_ev": -8.38,
  "elements": ["C", "C", "O", "C", "C", "C", "H", "H", "H", "H", "H", "H", "H", "H", "H", "H"],
  "xyz": [[-1.73, 0.42, 1.33], [-1.08, -0.32, 2.23], [-0.06, -1.07, 1.77], [0.58, -0.34, 0.44], [0.12, 0.10, -1.02], [1.35, 0.11, -1.97], [-1.78, -0.01, 0.34], [-2.34, 1.26, 1.57], [-1.35, -0.36, 3.30], [1.24, -1.18, 0.31], [1.03, 0.54, 0.91], [-0.34, 1.10, -1.05], [-0.62, -0.59, -1.45], [1.05, 0.37, -3.00], [2.10, 0.84, -1.68], [1.83, -0.87, -2.02]]
}


[5]
{
  "formula": "C3H7NO3S",
  "method": "ωB97M-V/def2-TZVPD",
  "orbital_gap_ev": 9.52,
  "lumo_energy_ev": -0.495,
  "e_tot_ev": -21688.5213,
  "relative_energy_kcal_mol": 79.6,
  "homo_energy_ev": -10.02,
  "elements": ["C", "C", "C", "N", "O", "O", "O", "S", "H", "H", "H", "H", "H", "H", "H"],
  "xyz": [[-0.11, -0.71, -1.50], [-0.23, -0.81, 0.11], [0.08, 0.71, 0.71], [0.61, -1.68, 0.75], [1.29, -3.99, -1.29], [2.55, -1.84, -1.40], [0.14, -1.88, -2.09], [1.31, -2.62, -1.24], [-1.20, -0.26, -1.76], [0.52, 0.11, -1.79], [-1.19, -1.16, 0.31], [1.15, 0.77, 0.61], [-0.07, 0.82, 1.76], [-0.43, 1.54, 0.18], [1.58, -1.20, 0.83]]
}


[6]
{
  "formula": "C10H19NS2",
  "method": "ωB97M-V/def2-TZVPD",
  "orbital_gap_ev": 8.93,
  "lumo_energy_ev": 0.706,
  "e_tot_ev": -33836.4317,
  "relative_energy_kcal_mol": 17.3,
  "smiles": "CCC1=N[C@@](CC)([C@@H](C)S)S[C@@H]1C",
  "homo_energy_ev": -8.23,
  "elements": ["C", "C", "C", "N", "C", "C", "C", "C", "C", "S", "S", "C", "C", "H", "H", "H", "H", "H", "H", "H", "H", "H", "H", "H", "H", "H", "H", "H", "H", "H", "H", "H"],
  "xyz": [[-2.64, 0.83, 1.81], [-2.40, 0.41, 0.37], [-1.12, -0.15, 0.06], [-0.21, 0.59, -0.45], [0.99, 0.03, -0.69], [1.52, 0.37, -2.01], [0.96, 1.65, -2.58], [2.26, 0.70, 0.44], [1.68, 0.61, 1.89], [3.77, -0.21, 0.36], [0.95, -1.74, -0.09], [-0.74, -1.62, 0.40], [-1.59, -2.57, -0.55], [-3.64, 1.25, 1.86], [-1.97, 1.55, 2.17], [-2.62, 0.01, 2.48], [-2.78, 1.25, -0.30], [-3.08, -0.45, 0.16], [2.55, 0.28, -2.12], [1.18, -0.44, -2.68], [1.61, 2.55, -2.30], [0.01, 1.72, -1.96], [0.78, 1.57, -3.66], [2.58, 1.65, 0.20], [2.30, 0.50, 2.76], [1.05, -0.28, 1.81], [1.00, 1.40, 2.12], [3.65, -1.13, 1.29], [-0.90, -1.95, 1.39], [-1.78, -3.56, 0.02], [-0.96, -2.83, -1.34], [-2.41, -2.03, -0.86]]
}


[7]
{
  "formula": "C15H27NO",
  "method": "ωB97M-V/def2-TZVPD",
  "orbital_gap_ev": 10.38,
  "lumo_energy_ev": 0.880,
  "e_tot_ev": -19529.9056,
  "relative_energy_kcal_mol": 2.9,
  "smiles": "C#CCCCCCCCCC(=O)NCCCC",
  "homo_energy_ev": -9.50,
  "elements": ["C", "C", "C", "C", "C", "C", "C", "C", "C", "C", "C", "O", "N", "C", "C", "C", "C", "H", "H", "H", "H", "H", "H", "H", "H", "H", "H", "H", "H", "H", "H", "H", "H", "H", "H", "H", "H", "H", "H", "H", "H", "H", "H", "H"],
  "xyz": [[3.05, -2.54, 1.05], [2.95, -3.49, 0.33], [2.88, -4.65, -0.54], [1.54, -5.40, -0.45], [0.39, -4.70, -1.16], [-0.12, -3.47, -0.41], [-1.25, -2.77, -1.15], [-1.87, -1.63, -0.34], [-0.88, -0.50, -0.04], [-1.55, 0.67, 0.68], [-0.54, 1.71, 1.12], [0.66, 1.51, 1.15], [-1.10, 2.87, 1.53], [-0.33, 4.01, 1.96], [-0.51, 5.21, 1.03], [0.00, 4.92, -0.38], [-0.18, 6.12, -1.30], [3.10, -1.69, 1.67], [3.69, -5.33, -0.26], [3.05, -4.33, -1.57], [1.29, -5.56, 0.59], [1.69, -6.38, -0.92], [0.71, -4.40, -2.16], [-0.44, -5.41, -1.28], [0.70, -2.78, -0.26], [-0.48, -3.79, 0.58], [-0.87, -2.37, -2.10], [-2.03, -3.49, -1.39], [-2.26, -2.02, 0.60], [-2.72, -1.22, -0.90], [-0.07, -0.86, 0.58], [-0.44, -0.14, -0.97], [-2.30, 1.14, 0.03], [-2.07, 0.30, 1.57], [-2.10, 2.99, 1.47], [-0.62, 4.29, 2.98], [0.72, 3.69, 1.97], [0.03, 6.06, 1.45], [-1.57, 5.48, 0.99], [-0.54, 4.06, -0.79], [1.06, 4.65, -0.33], [0.18, 5.89, -2.30], [0.37, 6.98, -0.92], [-1.23, 6.39, -1.37]]
}


[8]
{
  "formula": "C6H24AlN12O6",
  "method": "ωB97M-V/def2-TZVPD",
  "orbital_gap_ev": 4.23,
  "lumo_energy_ev": -13.849,
  "e_tot_ev": -43351.6684,
  "relative_energy_kcal_mol": 135.3,
  "homo_energy_ev": -18.08,
  "charge": 3,
  "elements": ["Al", "C", "O", "N", "N", "H", "H", "H", "H", "C", "O", "N", "N", "H", "H", "H", "H", "C", "O", "N", "N", "H", "H", "H", "H", "C", "O", "N", "N", "H", "H", "H", "H", "C", "O", "N", "N", "H", "H", "H", "H", "C", "O", "N", "N", "H", "H", "H", "H"],
  "xyz": [[-0.32, -0.23, 0.75], [-2.92, -2.82, 2.16], [-2.20, -1.88, 1.76], [-3.89, -2.60, 3.06], [-2.70, -4.11, 1.82], [-4.09, -1.75, 3.56], [-4.56, -3.33, 3.26], [-2.00, -4.21, 1.11], [-3.09, -4.83, 2.41], [-0.45, 1.53, -2.70], [-0.40, 0.77, -1.71], [0.37, 2.61, -2.78], [-1.30, 1.38, -3.73], [1.05, 2.75, -2.06], [0.31, 3.20, -3.59], [-2.10, 0.78, -3.56], [-1.41, 2.12, -4.40], [-1.55, -3.17, -1.78], [-1.44, -2.20, -1.00], [-0.73, -3.38, -2.83], [-2.44, -4.17, -1.54], [-0.81, -4.28, -3.29], [0.05, -2.75, -2.91], [-2.29, -5.04, -2.03], [-3.23, -4.02, -0.94], [2.75, 2.40, -0.06], [1.83, 1.57, -0.13], [3.44, 2.93, -1.10], [3.15, 2.84, 1.18], [4.31, 3.38, -0.88], [3.35, 2.55, -2.02], [2.72, 2.41, 1.98], [3.63, 3.72, 1.21], [-1.26, 3.56, 1.52], [-0.75, 2.49, 1.10], [-2.58, 3.66, 1.82], [-0.62, 4.74, 1.40], [-3.02, 2.76, 1.95], [-2.97, 4.49, 2.23], [-0.98, 5.56, 1.85], [0.34, 4.77, 1.10], [3.21, -1.48, 1.09], [2.21, -0.76, 1.36], [4.33, -0.98, 0.56], [3.25, -2.79, 1.41], [5.14, -1.52, 0.34], [4.20, 0.00, 0.33], [2.43, -3.33, 1.64], [4.03, -3.31, 1.04]]
}


[9]
{
  "formula": "C48H45BrCl2N8O3Re",
  "method": "ωB97M-V/def2-TZVPD",
  "orbital_gap_ev": [5.01, 3.91],
  "lumo_energy_ev": [-6.364, -7.461],
  "e_tot_ev": -165774.2246,
  "relative_energy_kcal_mol": 47.7,
  "s2": 3.810,
  "spin_multiplicity": 4,
  "homo_energy_ev": [-11.37, -11.38],
  "charge": 2,
  "elements": ["Re", "N", "C", "N", "C", "N", "N", "C", "C", "C", "C", "C", "C", "N", "C", "C", "C", "C", "C", "C", "H", "H", "H", "H", "H", "H", "H", "H", "H", "H", "H", "C", "C", "C", "C", "C", "C", "C", "Br", "C", "O", "C", "C", "C", "C", "C", "C", "H", "H", "H", "H", "H", "H", "H", "H", "H", "H", "H", "H", "H", "H", "H", "H", "H", "H", "H", "H", "N", "C", "C", "C", "C", "C", "N", "C", "H", "H", "H", "H", "Cl", "C", "C", "C", "C", "C", "Cl", "C", "N", "C", "C", "C", "C", "C", "C", "C", "C", "O", "O", "H", "H", "H", "H", "H", "H", "H", "H", "H", "H"],
  "xyz": [[-0.37, -0.50, 0.07], [2.86, -3.32, -0.56], [1.70, -2.70, -0.75], [0.98, -2.16, 0.20], [1.46, -2.24, 1.52], [0.71, -1.75, 2.45], [-0.42, -1.24, 1.97], [-1.56, -1.53, 2.55], [-2.66, -1.57, 1.64], [-3.94, -1.99, 2.02], [-4.87, -2.29, 1.05], [-4.50, -2.14, -0.28], [-3.24, -1.67, -0.59], [-2.32, -1.38, 0.33], [2.72, -2.88, 1.79], [3.25, -2.96, 3.08], [4.48, -3.56, 3.28], [5.19, -4.08, 2.20], [4.68, -4.02, 0.91], [3.44, -3.42, 0.70], [3.35, -3.72, -1.35], [1.34, -2.63, -1.77], [-1.60, -1.93, 3.55], [-4.17, -2.09, 3.07], [-5.86, -2.63, 1.32], [-5.19, -2.38, -1.08], [-2.97, -1.50, -1.62], [2.67, -2.56, 3.90], [4.88, -3.63, 4.27], [6.14, -4.56, 2.36], [5.22, -4.44, 0.08], [-3.75, 7.41, 0.06], [-2.27, 7.03, 0.05], [-1.63, 7.63, -1.21], [-1.60, 7.62, 1.30], [-2.04, 5.54, 0.03], [-0.76, 4.99, -0.03], [-0.57, 3.63, -0.07], [1.25, 3.13, -0.28], [-1.63, 2.65, -0.03], [-1.42, 1.39, -0.03], [-2.96, 3.25, -0.02], [-3.09, 4.62, 0.03], [-4.29, 2.51, -0.06], [-4.13, 1.01, -0.16], [-5.08, 2.82, 1.22], [-5.09, 2.98, -1.29], [-3.83, 8.50, 0.07], [-4.26, 7.03, 0.94], [-4.25, 7.06, -0.84], [-1.79, 8.71, -1.22], [-2.08, 7.21, -2.11], [-0.56, 7.45, -1.25], [-1.73, 8.69, 1.31], [-0.53, 7.41, 1.32], [-2.05, 7.20, 2.20], [0.10, 5.63, -0.05], [-4.09, 5.01, 0.06], [-3.65, 0.64, 0.74], [-3.55, 0.75, -1.03], [-5.11, 0.54, -0.24], [-4.51, 2.55, 2.10], [-6.00, 2.24, 1.22], [-5.34, 3.87, 1.30], [-4.53, 2.80, -2.21], [-5.34, 4.03, -1.24], [-6.02, 2.41, -1.34], [-1.61, -3.31, -5.64], [-1.19, -2.43, -5.03], [-0.70, -1.34, -4.27], [-0.18, -0.20, -4.89], [0.26, 0.83, -4.07], [0.15, 0.70, -2.70], [-0.34, -0.39, -2.10], [-0.73, -1.40, -2.88], [-0.13, -0.14, -5.97], [0.68, 1.73, -4.49], [0.49, 1.49, -2.05], [-1.10, -2.30, -2.39], [7.19, -1.24, 0.77], [6.54, -1.27, -0.84], [7.25, -1.91, -1.84], [6.72, -2.02, -3.11], [5.44, -1.56, -3.37], [4.73, -0.93, -2.36], [3.11, -0.37, -2.67], [5.28, -0.70, -1.09], [4.58, 0.01, -0.15], [5.12, 1.00, 0.65], [6.35, 1.60, 0.32], [6.88, 2.58, 1.12], [6.18, 3.01, 2.25], [4.95, 2.45, 2.56], [4.40, 1.45, 1.78], [3.16, 0.76, 2.27], [1.87, 0.70, 1.44], [0.82, 1.02, 1.97], [1.90, 0.18, 0.27], [8.22, -2.33, -1.62], [7.29, -2.49, -3.90], [5.00, -1.66, -4.35], [3.55, 0.00, -0.19], [6.86, 1.31, -0.58], [7.82, 3.04, 0.86], [6.61, 3.76, 2.89], [4.43, 2.79, 3.43], [2.86, 1.21, 3.22], [3.40, -0.29, 2.46]]
}


[10]
{
  "formula": "C4H5NO",
  "method": "ωB97M-V/def2-TZVPD",
  "orbital_gap_ev": 8.57,
  "lumo_energy_ev": 0.771,
  "e_tot_ev": -7765.5181,
  "relative_energy_kcal_mol": 23.3,
  "smiles": "Oc1ccc[nH]1",
  "homo_energy_ev": -7.80,
  "elements": ["O", "C", "C", "C", "C", "N", "H", "H", "H", "H", "H"],
  "xyz": [[-1.61, -1.55, 0.15], [-0.79, -0.44, 0.05], [-0.71, 0.95, -0.14], [0.71, 1.24, -0.20], [1.41, 0.08, -0.03], [0.49, -0.92, 0.11], [-2.57, -1.45, 0.22], [-1.28, 1.89, -0.03], [1.18, 2.21, -0.31], [2.46, -0.13, 0.04], [0.71, -1.90, 0.14]]
}